1.
{
  "formula": "C2H2N2O3",
  "method": "wB97M-V/def2-TZVPD",
  "total_energy_ha": -412.51347,
  "relative_energy_kcal_mol": 86.3,
  "e_lumo_ev": [-0.53, -0.60],
  "symbols": ["C", "C", "N", "N", "O", "O", "O", "H", "H"],
  "xyz": [[3.673, -0.114, -0.022], [-0.155, -0.721, -0.235], [3.048, 0.903, -0.169], [2.700, 2.039, -0.127], [4.175, -1.129, 0.176], [-1.092, 0.045, 0.475], [1.056, -0.688, -0.064], [-0.690, 0.517, 1.236], [-0.659, -1.368, -0.945]],
  "atomic_forces_ev_per_a": [[-0.5, 1.4, 0.0], [1.3, 1.5, 1.9], [0.8, -0.9, -0.1], [-0.9, 2.2, -0.1], [1.1, -2.4, 0.2], [1.3, -1.2, -0.8], [-2.9, -0.3, -0.2], [0.2, -0.3, -0.7], [-0.2, 0.0, -0.2]]
}

***

2.
{
  "formula": "CH3FN2O",
  "method": "wB97M-V/def2-TZVPD",
  "total_energy_ha": -324.41289,
  "relative_energy_kcal_mol": 58.7,
  "e_lumo_ev": 0.12,
  "symbols": ["C", "N", "N", "O", "F", "H", "H", "H"],
  "xyz": [[0.223, -0.403, 0.017], [-1.102, -0.481, -0.153], [0.712, 0.862, -0.211], [0.819, -1.464, 0.084], [2.085, 1.039, -0.009], [-1.713, 0.314, 0.053], [-1.203, -1.439, -0.500], [0.179, 1.571, 0.719]],
  "atomic_forces_ev_per_a": [[1.0, -2.8, -0.4], [-0.8, 0.6, 0.3], [-1.1, 4.9, 3.7], [1.2, 0.9, 0.1], [-0.7, -0.7, 0.3], [-0.1, -1.2, -0.7], [-1.6, 0.8, 0.5], [2.1, -2.5, -3.7]]
}

***

3.
{
  "formula": "C4H8N",
  "method": "wB97M-V/def2-TZVPD",
  "total_energy_ha": -211.47188,
  "charge": 1,
  "relative_energy_kcal_mol": 125.0,
  "e_lumo_ev": -6.91,
  "symbols": ["C", "C", "C", "C", "N", "H", "H", "H", "H", "H", "H", "H", "H"],
  "xyz": [[0.725, 1.038, -0.253], [0.841, -1.102, -0.290], [-0.265, -0.069, -0.083], [-1.644, 0.008, -0.024], [0.961, -0.037, 0.709], [1.220, 0.975, -1.232], [0.675, 2.123, 0.220], [0.720, -2.152, 0.099], [1.563, -1.000, -1.066], [-1.986, 0.959, 0.453], [-2.159, -0.922, 0.184], [-1.970, 0.364, -1.106], [1.321, -0.185, 2.388]],
  "atomic_forces_ev_per_a": [[0.1, 3.2, 0.4], [-1.1, -1.8, 1.4], [4.5, 0.2, -1.0], [-4.2, 1.9, -2.0], [0.8, -1.0, 4.3], [0.6, 0.3, 0.8], [-0.5, -2.6, -1.0], [-0.1, 1.4, -0.3], [0.2, 0.0, -0.8], [0.1, -1.2, 0.6], [-0.3, 0.2, 0.4], [0.6, -1.2, 1.7], [-0.8, 0.6, -4.5]]
}

***

4.
{
  "formula": "C6H11N3O",
  "method": "wB97M-V/def2-TZVPD",
  "total_energy_ha": -474.70151,
  "relative_energy_kcal_mol": 40.6,
  "e_lumo_ev": 0.80,
  "smiles": "Cc1c[nH]cn1.CC(N)=O",
  "symbols": ["C", "C", "O", "N", "H", "H", "H", "H", "H", "C", "C", "C", "C", "N", "N", "H", "H", "H", "H", "H", "H"],
  "xyz": [[2.523, 0.119, -1.452], [3.021, 0.610, -0.046], [3.762, 1.548, 0.060], [2.212, 0.162, 1.066], [1.638, -0.484, -1.461], [3.297, -0.497, -1.811], [2.604, 0.487, 1.945], [1.922, -0.732, 1.055], [2.412, 1.031, -2.016], [-2.387, -1.339, -1.195], [-2.670, 0.548, 0.526], [-1.977, -0.513, -0.092], [-0.726, 0.175, 1.544], [-1.804, 0.976, 1.537], [-0.772, -0.702, 0.484], [-3.589, 1.149, 0.129], [-1.998, 1.611, 2.123], [-2.023, -0.785, -2.167], [-3.480, -1.314, -1.335], [-0.075, 0.266, 2.369], [-1.889, -2.316, -1.264]],
  "atomic_forces_ev_per_a": [[0.6, 0.6, 2.0], [-3.5, -0.1, 0.2], [0.8, -0.2, 0.2], [3.3, 4.2, -1.1], [-0.7, 0.0, 0.4], [1.2, -0.6, -1.0], [-0.1, -0.2, -0.2], [-1.4, -3.7, -0.2], [0.0, 0.0, -0.4], [0.0, 1.0, -3.9], [-0.3, 0.3, -1.4], [-0.5, 2.0, 1.9], [-1.3, -0.9, -2.5], [0.5, -6.2, -6.2], [0.7, 1.0, 3.1], [1.9, -1.3, 1.2], [-1.7, 5.9, 5.5], [-0.5, -1.0, 1.5], [0.4, -0.6, 0.3], [1.1, -0.2, 0.2], [-0.6, 0.2, 0.4]]
}

***

5.
{
  "formula": "C15H14N4O4S",
  "method": "wB97M-V/def2-TZVPD",
  "total_energy_ha": -1497.61928,
  "relative_energy_kcal_mol": 390.6,
  "e_lumo_ev": -0.01,
  "smiles": "Cc1cc(NC(=O)CSc2nnc(COc3ccccc3)o2)no1",
  "symbols": ["C", "C", "C", "C", "N", "O", "N", "C", "O", "C", "H", "H", "S", "C", "N", "N", "C", "O", "C", "O", "C", "C", "C", "C", "C", "C", "H", "H", "H", "H", "H", "H", "H", "H", "H", "H", "H", "H"],
  "xyz": [[-4.703, -3.790, 0.138], [-4.179, -2.390, -0.135], [-3.270, -1.506, 0.496], [-3.456, -0.383, -0.188], [-4.364, -0.586, -1.283], [-4.956, -1.752, -1.064], [-2.854, 0.633, 0.335], [-2.743, 1.950, -0.648], [-3.406, 2.215, -1.609], [-1.718, 2.892, 0.104], [-1.865, 3.124, 1.219], [-2.091, 4.026, -0.377], [0.005, 2.468, -0.482], [0.422, 1.489, 0.773], [-0.373, 0.776, 1.472], [0.344, -0.138, 2.363], [1.639, -0.168, 1.802], [1.630, 0.893, 0.862], [2.897, -0.713, 2.066], [3.176, -1.626, 1.210], [3.872, -1.176, -0.060], [4.267, 0.226, 0.069], [5.106, 0.613, -1.153], [5.314, -0.364, -2.038], [4.909, -1.544, -2.334], [4.270, -2.070, -0.991], [3.826, -3.283, -0.869], [5.148, -2.274, -2.901], [5.861, -0.152, -2.971], [5.502, 1.475, -1.221], [4.202, 0.983, 0.621], [3.576, -0.190, 2.338], [2.521, -1.434, 2.972], [-2.138, 0.510, 0.926], [-2.831, -1.907, 1.355], [-4.214, -4.012, 0.956], [-5.805, -3.835, 0.020], [-4.504, -4.354, -0.565]],
  "atomic_forces_ev_per_a": [[-3.7, 7.5, 1.7], [-2.2, -0.2, 0.3], [-3.6, -7.1, -1.3], [-3.5, -1.9, -4.0], [2.1, 5.0, 2.2], [3.0, -2.2, 1.3], [-2.5, 8.6, -6.8], [0.0, -1.6, 3.9], [1.3, -0.8, 1.5], [-1.9, 3.8, -2.0], [0.5, -1.3, -1.6], [1.7, -3.1, 1.0], [-1.4, 2.8, -1.5], [1.4, -5.4, 2.0], [-0.9, -0.8, 4.0], [3.7, 0.3, -4.0], [-8.6, 6.4, -0.1], [2.4, 0.4, -0.6], [-9.2, -7.9, 3.7], [3.2, -4.7, -7.5], [-0.5, 2.7, 5.0], [4.1, -6.3, -11.1], [-5.8, -6.4, 6.4], [3.7, 3.6, -6.4], [-5.6, -2.4, 11.3], [-1.8, -3.5, -3.3], [1.5, 3.9, -0.3], [1.8, -4.0, -4.7], [0.7, 1.6, 0.4], [2.7, 6.0, -0.5], [-1.5, 5.2, 5.4], [8.2, 7.0, 3.5], [1.3, 1.9, -1.0], [3.4, -0.4, 2.6], [1.2, 0.4, 1.2], [1.4, -2.1, 4.6], [0.4, 0.5, 1.4], [3.0, -5.7, -6.9]]
}

***

6.
{
  "formula": "C39H44Cl5CsF4IN5O2S2",
  "method": "wB97M-V/def2-TZVPD",
  "total_energy_ha": -5751.28790,
  "charge": -2,
  "relative_energy_kcal_mol": 39.0,
  "e_lumo_ev": 3.47,
  "symbols": ["Cs", "C", "C", "N", "C", "C", "C", "C", "N", "C", "C", "F", "C", "F", "C", "C", "F", "C", "F", "H", "H", "H", "H", "H", "H", "H", "H", "H", "H", "H", "H", "H", "H", "H", "Cl", "C", "C", "C", "Cl", "C", "Cl", "C", "Cl", "C", "Cl", "C", "C", "N", "C", "C", "C", "S", "N", "C", "O", "C", "C", "C", "C", "C", "C", "H", "H", "H", "H", "H", "H", "H", "H", "H", "H", "H", "H", "H", "H", "H", "I", "C", "C", "C", "C", "C", "N", "H", "H", "H", "H", "C", "C", "S", "O", "C", "C", "H", "H", "H", "H", "H", "H", "H", "H", "H", "H"],
  "xyz": [[13.496, 14.174, 10.579], [14.091, 13.334, 15.223], [14.262, 14.821, 15.514], [12.992, 15.526, 15.731], [12.247, 15.206, 16.936], [11.428, 13.901, 16.986], [12.409, 16.290, 14.655], [11.220, 15.574, 14.015], [11.106, 15.943, 12.616], [9.954, 16.316, 12.108], [9.804, 16.456, 10.658], [10.913, 16.257, 9.916], [8.599, 16.711, 10.028], [8.476, 16.907, 8.673], [7.439, 16.945, 10.764], [7.562, 17.122, 12.125], [6.545, 17.612, 12.810], [8.736, 16.863, 12.762], [8.856, 17.147, 14.069], [14.999, 12.949, 14.717], [13.247, 13.153, 14.542], [13.965, 12.631, 16.063], [14.746, 15.352, 14.706], [14.935, 15.101, 16.352], [11.660, 16.145, 17.221], [13.024, 15.150, 17.691], [11.502, 13.480, 17.997], [11.836, 13.174, 16.262], [10.375, 14.140, 16.780], [13.201, 16.426, 13.907], [12.135, 17.304, 15.046], [10.261, 15.863, 14.597], [11.363, 14.458, 14.098], [6.523, 17.224, 10.224], [18.259, 16.313, 12.219], [18.062, 14.736, 12.850], [17.508, 13.823, 11.958], [17.206, 12.575, 12.373], [16.398, 11.637, 11.162], [17.471, 12.141, 13.688], [16.987, 10.584, 14.113], [18.148, 13.034, 14.519], [18.940, 12.441, 15.924], [18.346, 14.397, 14.175], [18.790, 15.626, 15.364], [8.820, 8.272, 10.517], [9.859, 8.387, 11.659], [10.025, 9.764, 12.192], [9.309, 10.051, 13.424], [10.057, 9.605, 14.694], [10.871, 10.605, 11.575], [11.363, 12.082, 12.296], [11.335, 10.133, 10.393], [12.150, 10.815, 9.588], [12.470, 12.025, 9.737], [12.734, 9.980, 8.480], [13.737, 10.526, 7.619], [14.244, 9.786, 6.527], [13.808, 8.480, 6.299], [12.891, 7.922, 7.198], [12.343, 8.657, 8.270], [9.023, 7.337, 10.002], [8.977, 9.082, 9.774], [7.830, 8.306, 10.898], [10.877, 8.065, 11.378], [9.536, 7.761, 12.525], [8.324, 9.631, 13.253], [9.196, 11.131, 13.535], [10.005, 8.512, 14.731], [9.544, 9.972, 15.571], [11.119, 9.922, 14.739], [14.129, 11.542, 7.876], [15.054, 10.226, 5.920], [14.108, 7.879, 5.428], [12.579, 6.893, 7.060], [11.620, 8.194, 8.971], [14.612, 14.254, 6.451], [16.304, 14.692, 7.643], [17.409, 15.240, 6.969], [18.658, 15.054, 7.537], [18.717, 14.482, 8.803], [17.539, 14.210, 9.463], [16.351, 14.400, 8.972], [17.332, 15.734, 6.010], [19.565, 15.371, 7.029], [19.632, 14.173, 9.299], [17.533, 13.967, 10.730], [15.548, 18.932, 7.634], [14.404, 19.598, 8.399], [13.172, 18.459, 9.146], [13.932, 17.307, 9.697], [12.660, 19.614, 10.560], [13.462, 19.579, 11.879], [16.100, 19.661, 7.030], [15.215, 18.184, 6.947], [16.262, 18.429, 8.261], [13.794, 20.228, 7.741], [14.799, 20.239, 9.192], [11.570, 19.337, 10.703], [12.666, 20.616, 10.114], [13.710, 18.566, 12.140], [12.883, 20.094, 12.623], [14.415, 20.123, 11.715]],
  "atomic_forces_ev_per_a": [[0.3, 1.4, 0.6], [1.1, -0.9, -0.6], [-1.1, 0.9, 0.8], [0.6, -0.1, 0.5], [0.5, 1.4, -0.3], [-0.2, 0.4, -0.1], [0.1, -0.3, 0.5], [-1.7, 0.5, 0.3], [-0.5, -0.1, -0.4], [-0.9, 1.0, -0.5], [-0.5, -0.2, 0.2], [0.4, -0.1, -0.4], [0.1, 0.4, 0.6], [0.6, -0.6, 0.5], [-0.8, 0.6, -1.2], [1.2, -0.7, -0.8], [-1.3, 0.5, 0.9], [1.8, -1.1, -0.7], [-0.5, 0.5, 1.0], [-0.3, 0.2, 0.1], [0.2, 0.2, 0.1], [-0.1, 0.7, 0.1], [0.1, -0.3, -0.7], [-0.2, -0.8, 0.1], [0.3, -1.3, -0.4], [0.2, -0.2, 0.6], [-0.1, 0.0, -0.2], [-0.5, 0.4, 0.4], [0.2, -0.4, -0.2], [-0.3, 0.1, 0.0], [-0.1, -0.5, -0.4], [1.6, -0.9, -0.6], [-0.1, 1.0, -0.1], [0.5, -0.2, 0.4], [0.3, 1.3, 0.0], [-0.5, -1.4, 0.4], [0.3, 0.6, 3.6], [0.2, 0.4, 1.0], [-0.4, -1.0, 0.0], [0.3, 1.1, -1.5], [0.0, -1.1, 0.8], [0.1, 0.5, 0.0], [-0.2, -0.2, 0.7], [-0.4, -0.2, -0.8], [0.1, -0.7, -0.5], [2.0, 0.5, -0.3], [0.0, 0.5, 0.7], [-0.7, -1.3, 0.1], [1.1, 1.2, 0.0], [-0.1, -0.9, -0.5], [1.4, 1.4, -0.6], [-0.7, -0.6, 0.7], [-0.3, -0.7, 0.0], [0.1, 1.5, 1.4], [-0.3, -2.5, -1.9], [1.0, 0.2, -1.2], [-0.3, -0.1, 0.4], [0.3, 0.6, 0.6], [-0.6, -0.1, 0.3], [-0.2, 0.4, 0.3], [0.1, -0.5, -0.2], [-0.3, -0.3, -0.1], [-0.1, -0.4, 0.6], [-1.0, 0.0, 0.3], [-0.7, -0.1, -0.2], [0.2, 0.3, -0.6], [-0.3, -0.3, 0.7], [0.0, 0.0, -0.5], [0.3, -0.1, 0.2], [-0.2, 0.2, 0.3], [-0.8, 0.0, -0.4], [-0.5, -1.0, -0.4], [-0.6, -0.2, 0.2], [0.2, 0.4, 0.5], [-0.1, 0.0, 0.0], [0.5, 0.4, -0.6], [-0.1, 0.3, 0.4], [1.0, 1.0, 0.9], [-0.5, -0.6, -0.2], [0.6, 0.3, 1.0], [0.2, -0.2, -1.2], [1.8, 0.0, 0.5], [-2.4, -0.4, -3.3], [-0.3, -0.3, -0.1], [-0.1, 0.1, -0.1], [0.2, 0.3, -0.2], [-0.2, 0.6, -1.5], [-0.1, 0.4, -0.1], [0.2, 0.4, 0.1], [0.2, 0.3, 0.6], [0.1, 0.1, 0.1], [-1.2, -0.6, -0.3], [0.7, 0.4, -2.0], [-0.1, 0.1, 0.2], [-0.5, -0.6, -0.5], [0.2, -0.1, 0.6], [0.1, 0.0, 0.0], [0.0, -0.1, 0.0], [1.3, 0.2, 0.1], [0.0, -0.1, 0.0], [-0.1, -0.4, 0.4], [-0.2, 0.0, 0.5], [-0.4, -0.2, 0.3]]
}